{
  "formula": "C4H12NO2",
  "method": "ωB97M-V/def2-TZVPD",
  "smiles": "C[C@H](O)[C@H]([NH3+])CO",
  "relative_energy_ev": 3.2589,
  "charge": 1,
  "gap_ev": 11.3724,
  "max_force_ha_per_bohr": 0.0941,
  "total_energy_ha": -364.51546,
  "lumo_ha": -0.12810,
  "species": ["O", "O", "N", "C", "C", "C", "C", "H", "H", "H", "H", "H", "H", "H", "H", "H", "H", "H", "H"],
  "positions_angstrom": [[-1.1122, -0.4960, -1.7537], [-0.4772, -0.0241, 2.6460], [-0.1012, 1.7105, -0.4364], [-0.4386, -0.7106, -0.5824], [1.0722, -1.0566, -1.0638], [0.3902, 0.1273, 1.5926], [-0.5069, 0.4407, 0.3673], [-0.2755, 2.6232, 0.0630], [-1.9447, -1.0868, -1.6804], [1.2734, -0.5229, 1.4900], [0.8300, 1.6049, -0.8677], [-0.7636, -1.6916, -0.0807], [1.1776, -1.9592, -1.6194], [-0.9637, -0.7987, 2.5145], [1.3988, -0.0165, -1.5852], [1.0711, 1.0608, 1.8930], [1.7234, -1.4147, -0.2352], [-1.5604, 0.6855, 0.5977], [-0.7927, 1.5249, -1.2593]],
  "forces_ev_per_a": [[-3.716, -1.050, -0.655], [0.965, 0.927, 1.355], [-1.689, -1.073, -1.367], [3.125, -3.697, 0.085], [-0.301, 2.893, 1.462], [1.705, 4.126, 0.507], [1.209, 0.466, -0.005], [0.382, -1.261, -0.755], [1.738, 1.730, -0.808], [-1.205, -0.913, -0.270], [-0.252, 0.523, 0.611], [0.079, 1.585, -0.232], [-0.746, -0.082, -1.582], [-1.271, -2.040, 0.085], [0.094, -3.072, 0.786], [-1.764, -1.173, -0.758], [-0.209, 1.311, -0.146], [0.639, -0.339, 0.547], [1.217, 1.139, 1.142]]
}

=====

{
  "formula": "C4H12NO2P",
  "method": "ωB97M-V/def2-TZVPD",
  "smiles": "CC(C)=CN.OPO",
  "relative_energy_ev": 3.1520,
  "charge": 0,
  "gap_ev": 9.1771,
  "max_force_ha_per_bohr": 0.1021,
  "total_energy_ha": -706.12378,
  "lumo_ha": 0.03121,
  "species": ["P", "O", "O", "N", "C", "C", "C", "C", "H", "H", "H", "H", "H", "H", "H", "H", "H", "H", "H", "H"],
  "positions_angstrom": [[0.4517, -2.1479, 0.9932], [-1.0353, -2.9449, 0.9987], [0.4112, -1.7298, -0.6494], [1.2034, 0.9036, 1.8494], [-1.5765, 0.8317, -0.9460], [0.8352, 1.3220, -1.2103], [-0.2997, 1.3542, -0.2020], [0.0404, 0.9178, 1.0625], [-1.2399, -3.6327, 0.3765], [-0.8236, 0.5321, 1.6110], [-1.3348, -0.1259, -1.3800], [-2.5648, 0.8425, -0.6383], [-1.5103, 1.5689, -1.8046], [1.1568, 0.4045, -1.4019], [1.8086, 1.6873, 1.4944], [1.0156, 0.8401, 2.7992], [0.0211, -0.7653, -0.6635], [1.7342, 1.9355, -0.9752], [1.2059, -3.4875, 0.8004], [0.5010, 1.6939, -2.1141]],
  "forces_ev_per_a": [[-1.076, -3.215, -2.257], [0.293, 1.327, 1.556], [-0.358, 2.242, 1.334], [0.605, 1.923, -4.506], [3.101, 2.519, -1.864], [0.055, 4.861, 1.978], [1.328, -3.013, 1.364], [-2.474, 0.376, 0.238], [0.403, -0.348, -0.589], [0.162, 0.075, 0.151], [-0.306, -0.422, -0.321], [-1.605, 0.091, 1.549], [-0.763, -1.043, 0.464], [1.498, -4.125, -0.622], [-0.388, -1.314, 1.285], [-0.075, 0.241, 1.817], [1.206, -2.702, 0.198], [-0.557, -0.324, 0.220], [-0.368, 1.868, 0.050], [-0.683, 0.985, -2.047]]
}

=====

{
  "formula": "C4H12NO2P",
  "method": "ωB97M-V/def2-TZVPD",
  "relative_energy_ev": 1.4963,
  "charge": 0,
  "gap_ev": [5.3438, 7.8384],
  "s_squared": 2.01,
  "max_force_ha_per_bohr": 0.1311,
  "total_energy_ha": -706.02096,
  "lumo_ha": [0.03816, -0.08238],
  "multiplicity": 3,
  "species": ["P", "O", "O", "N", "C", "C", "C", "C", "H", "H", "H", "H", "H", "H", "H", "H", "H", "H", "H", "H"],
  "positions_angstrom": [[0.3332, -1.2783, -0.4242], [0.1318, -2.1347, 0.7493], [1.4964, -1.9119, -1.3628], [0.0030, 1.1292, 1.3856], [-1.3748, 0.7844, 1.6539], [1.8892, 1.2805, -0.1523], [-0.9252, -1.6146, -1.6610], [0.4705, 0.9309, 0.0915], [-0.9176, -1.0039, -2.5275], [2.1477, 2.3661, -0.2615], [2.1739, -2.1566, -0.6972], [-1.5907, -0.1964, 1.1566], [-1.9420, 1.5709, 1.1900], [-0.2258, 1.4734, -0.6425], [1.7929, 0.9421, -1.2372], [-0.9092, -2.6396, -1.6513], [2.5922, 0.6263, 0.4704], [-1.5856, 0.8705, 2.8080], [-1.8300, -1.3069, -1.3185], [0.7099, 0.7830, 1.9769]],
  "forces_ev_per_a": [[1.480, -2.182, -1.621], [-0.949, -0.667, 1.849], [1.570, -0.710, -0.028], [0.074, -0.642, -1.035], [0.005, -0.076, 1.788], [-0.058, -1.195, -1.994], [0.437, 2.434, 0.405], [-2.364, 6.267, 0.759], [1.062, -0.183, -1.386], [-0.202, -0.963, 0.780], [0.028, -0.057, -0.732], [-0.264, 0.625, 1.026], [-0.647, 0.206, -0.292], [0.644, -0.969, 0.596], [1.734, 0.088, 0.805], [0.123, -2.503, -0.907], [-0.595, 1.017, -1.002], [0.358, -0.675, -2.359], [-2.991, 0.601, 1.727], [0.554, -0.416, 1.622]]
}

=====

{
  "formula": "C4H12NO2S",
  "method": "ωB97M-V/def2-TZVPD",
  "relative_energy_ev": 4.7330,
  "charge": -1,
  "gap_ev": 5.7574,
  "max_force_ha_per_bohr": 0.0555,
  "total_energy_ha": -762.89131,
  "lumo_ha": 0.05351,
  "species": ["S", "O", "O", "N", "C", "C", "C", "C", "H", "H", "H", "H", "H", "H", "H", "H", "H", "H", "H", "H"],
  "positions_angstrom": [[2.6909, -0.0147, 1.6700], [-2.0005, 2.8283, 0.8324], [-1.7518, 1.2435, -1.3265], [-1.4288, -0.8727, 0.4285], [-0.2458, -0.1279, -0.0335], [0.9230, -1.0510, -0.1247], [1.6010, -1.3827, 1.1711], [-0.5837, 0.5916, -1.3685], [-0.5595, -0.2170, -2.1522], [2.3432, 0.1376, -1.0324], [-1.1440, 2.7951, 1.2441], [-1.4887, -1.7346, -0.1094], [-1.9294, 2.2468, 0.0045], [-2.1788, -0.2390, 0.1404], [2.2234, -2.2769, 1.0742], [1.7615, -0.3388, -0.6465], [0.6903, -1.8952, -0.7832], [0.7811, -1.5596, 1.8784], [0.3205, 1.2338, -1.5872], [-0.0239, 0.6336, 0.7207]],
  "forces_ev_per_a": [[-0.183, -0.109, 0.010], [-0.582, -0.139, -0.491], [0.186, -0.079, 0.197], [0.612, -0.030, 0.126], [0.170, 0.098, 0.424], [-2.574, -0.980, 0.741], [1.788, 0.583, -0.807], [0.030, 0.084, -0.492], [0.024, 0.056, -0.003], [0.316, 0.247, 0.870], [0.475, -0.083, 0.143], [-0.325, 0.143, -0.124], [0.123, 0.224, 0.224], [-0.281, -0.199, -0.186], [-0.309, -0.058, 0.054], [0.355, -0.031, -0.561], [0.254, 0.048, -0.144], [-0.021, 0.280, -0.014], [-0.075, -0.037, 0.080], [0.019, -0.016, -0.047]]
}

=====

{
  "formula": "C4H12NO2S",
  "method": "ωB97M-V/def2-TZVPD",
  "relative_energy_ev": 0.6919,
  "charge": -1,
  "gap_ev": 6.4639,
  "max_force_ha_per_bohr": 0.0377,
  "total_energy_ha": -763.03982,
  "lumo_ha": 0.13379,
  "species": ["S", "O", "O", "N", "C", "C", "C", "C", "H", "H", "H", "H", "H", "H", "H", "H", "H", "H", "H", "H"],
  "positions_angstrom": [[-1.6316, -1.0613, 2.4679], [0.5280, -2.5521, 0.0656], [1.1762, 2.2667, 1.3090], [-0.1400, 0.7737, -0.9489], [-0.4868, -1.6182, -0.3941], [-1.3985, 0.1679, 1.1984], [1.1277, 0.6002, -1.6779], [-0.3110, -0.2183, 0.1644], [-2.2881, 0.4124, 0.5913], [-0.3478, -1.6860, -1.4774], [0.7914, -2.3068, 0.9595], [1.4044, 1.5471, -2.1436], [1.9470, 0.2909, -1.0235], [-1.0984, 1.1293, 1.6185], [1.0932, -0.1901, -2.4378], [0.4988, 1.9739, 0.6721], [-0.8027, 0.5734, -1.6921], [-1.4274, -2.0749, -0.0715], [0.7246, 2.0487, 2.1336], [0.6410, -0.0765, 0.6867]],
  "forces_ev_per_a": [[-0.006, -0.312, 0.365], [0.358, 0.209, -0.276], [-0.437, -0.004, 0.105], [0.065, -0.142, -0.180], [0.866, -1.521, 0.831], [0.138, 0.558, -1.420], [0.377, -0.150, 0.297], [0.275, 0.608, -0.359], [-0.205, -0.248, 0.292], [-0.360, 0.387, -0.024], [-0.476, 0.050, 0.136], [0.043, -0.054, -0.126], [-0.160, 0.263, 0.227], [-0.066, 0.075, 0.077], [-0.126, 0.080, -0.113], [0.303, 0.227, -0.381], [-0.668, 0.273, 0.513], [-0.245, 0.483, -0.226], [0.297, 0.034, 0.168], [0.025, -0.814, 0.094]]
}

=====

{
  "formula": "C4H12NO2S",
  "method": "ωB97M-V/def2-TZVPD",
  "relative_energy_ev": 0.9918,
  "charge": -1,
  "gap_ev": 6.7345,
  "max_force_ha_per_bohr": 0.0170,
  "total_energy_ha": -763.02879,
  "lumo_ha": 0.12903,
  "species": ["S", "O", "O", "N", "C", "C", "C", "C", "H", "H", "H", "H", "H", "H", "H", "H", "H", "H", "H", "H"],
  "positions_angstrom": [[0.4997, -1.1573, 2.7519], [-1.3630, 0.9673, 1.5272], [-1.2933, 0.6283, -3.3037], [-0.1692, 0.7786, -0.5804], [0.9484, -1.3960, 0.0301], [-0.3415, -0.6625, -0.4323], [1.4877, -0.7276, 1.2733], [-0.8833, 1.6276, 0.4766], [-0.2238, -0.0181, 2.7382], [-0.9958, 1.0144, -2.4558], [-0.5905, -1.0789, -1.4073], [1.4877, 0.3562, 1.1544], [-1.6596, 2.1622, -0.1067], [-0.1856, 2.4384, 0.8013], [0.8144, 1.0363, -0.5737], [-1.2889, -0.3176, -3.1368], [2.5138, -1.0025, 1.5325], [0.7369, -2.4508, 0.2273], [1.6362, -1.3510, -0.8198], [-1.1303, -0.8471, 0.3034]],
  "forces_ev_per_a": [[0.522, -0.156, 0.230], [0.105, -0.120, -0.011], [-0.115, 0.170, -0.329], [0.208, 0.262, -0.106], [-0.609, 0.509, -0.363], [0.600, -0.126, 0.269], [0.408, -0.206, 0.595], [-0.518, 0.230, 0.638], [-0.586, 0.233, -0.423], [0.175, -0.258, 0.270], [-0.336, -0.309, -0.065], [-0.116, -0.073, 0.172], [-0.271, 0.019, -0.053], [0.449, -0.096, -0.452], [-0.204, -0.236, -0.078], [-0.008, 0.079, 0.071], [-0.029, -0.160, -0.288], [-0.027, 0.038, -0.035], [0.387, 0.040, 0.148], [-0.034, 0.162, -0.191]]
}